(1)
The following is a quantum chemistry calculation of a 7-piece molecular cluster, C41H73BF9N2O14S overall at a distorted geometry, from the Open Molecules 2025 dataset.

Structure (XYZ):
```
141
C41H73BF9N2O14S, DFT wB97M-V/def2-TZVPD
C 3.634 3.454 2.789
C 4.424 4.420 1.861
N 4.674 3.748 0.549
C 4.268 4.584 -0.587
C 2.728 4.724 -0.747
B 1.844 3.427 -0.241
O 2.398 2.113 -0.514
C 1.842 1.793 -1.751
C 1.925 0.331 -2.180
C 3.400 -0.008 -2.446
C 4.258 -0.098 -1.177
C 5.599 -0.759 -1.568
O 6.462 -0.894 -0.449
C 6.628 -2.225 -0.012
C 0.526 2.654 -1.944
O 0.678 3.171 -3.287
N 0.165 4.465 -3.415
O 0.478 4.900 -4.455
S -1.203 1.930 -1.989
O -2.098 2.800 -1.298
O -1.638 1.826 -3.352
C -1.445 0.252 -1.262
F -0.914 -0.657 -2.066
F -2.747 0.014 -1.307
C -0.909 -0.004 0.181
F -0.452 -1.269 0.195
F 0.111 0.761 0.509
C -1.950 0.058 1.342
F -2.818 -0.928 1.292
F -1.235 -0.159 2.453
C -2.678 1.411 1.578
F -3.718 1.548 0.820
F -3.155 1.359 2.832
F -1.889 2.425 1.525
O 0.499 3.551 -0.976
C 6.049 3.435 0.491
C 6.533 2.359 1.443
O 6.800 3.981 -0.244
H 4.105 3.410 3.780
H 3.649 2.434 2.407
H 2.588 3.744 2.854
H 5.361 4.680 2.360
H 3.796 5.285 1.659
H 4.741 5.577 -0.548
H 4.640 4.120 -1.503
H 2.391 5.663 -0.297
H 2.558 4.835 -1.830
H 1.510 3.617 0.915
H 2.536 2.280 -2.458
H 1.437 -0.376 -1.507
H 1.419 0.240 -3.150
H 3.466 -0.977 -2.956
H 3.826 0.745 -3.113
H 4.538 0.880 -0.790
H 3.808 -0.708 -0.390
H 6.075 -0.086 -2.292
H 5.400 -1.707 -2.081
H 6.574 -2.225 1.081
H 7.608 -2.645 -0.274
H 5.847 -2.909 -0.358
H 7.557 2.630 1.716
H 5.973 2.353 2.377
H 6.564 1.373 0.978
C -4.814 -0.768 -3.615
C -5.140 -2.238 -3.389
C -5.150 -2.778 -4.812
O -4.219 -1.991 -5.556
C -3.842 -0.840 -4.781
H -4.395 -0.274 -2.747
H -5.718 -0.229 -3.912
H -4.339 -2.712 -2.815
H -6.080 -2.406 -2.864
H -6.139 -2.662 -5.273
H -4.863 -3.830 -4.868
H -2.815 -0.985 -4.433
H -3.870 0.049 -5.410
C 0.134 7.043 4.846
C -0.346 5.613 5.033
C -0.290 5.077 3.610
O 0.772 5.775 2.949
C 1.186 6.879 3.761
H 0.528 7.497 5.755
H -0.687 7.667 4.481
H 0.356 5.064 5.667
H -1.338 5.535 5.477
H -1.219 5.286 3.069
H -0.103 4.003 3.574
H 2.164 6.635 4.191
H 1.290 7.771 3.141
C 7.300 -5.127 4.986
C 6.305 -4.181 5.645
C 6.017 -3.200 4.519
O 6.155 -3.930 3.295
C 6.768 -5.193 3.563
H 7.360 -6.105 5.463
H 8.298 -4.681 4.994
H 5.395 -4.725 5.911
H 6.686 -3.697 6.544
H 6.744 -2.381 4.510
H 5.016 -2.774 4.577
H 6.003 -5.971 3.461
H 7.553 -5.380 2.828
C -5.708 -6.818 -3.726
C -6.912 -7.087 -4.616
C -8.036 -7.181 -3.594
O -7.675 -6.325 -2.505
C -6.305 -5.931 -2.649
H -4.872 -6.351 -4.246
H -5.355 -7.755 -3.286
H -7.080 -6.236 -5.281
H -6.817 -7.983 -5.228
H -8.134 -8.201 -3.206
H -9.001 -6.869 -3.998
H -6.286 -4.877 -2.945
H -5.793 -6.031 -1.690
C -3.863 -11.217 -0.356
C -4.882 -10.388 0.412
C -5.314 -9.376 -0.637
O -5.201 -10.029 -1.911
C -4.476 -11.253 -1.747
H -3.700 -12.210 0.061
H -2.903 -10.696 -0.383
H -5.730 -11.013 0.701
H -4.481 -9.922 1.311
H -4.651 -8.504 -0.644
H -6.339 -9.032 -0.492
H -5.185 -12.083 -1.845
H -3.728 -11.341 -2.535
C -2.566 7.953 1.254
C -3.627 9.041 1.184
C -2.799 10.295 1.431
O -1.493 10.036 0.909
C -1.372 8.636 0.614
H -2.846 7.032 0.745
H -2.346 7.713 2.298
H -4.064 9.070 0.182
H -4.436 8.915 1.903
H -2.702 10.502 2.503
H -3.217 11.179 0.944
H -1.385 8.516 -0.474
H -0.421 8.260 0.992
```

charge	-1
E_tot	-4090.596557	a.u.
orbital gap	7.1	eV

(2)
The following is a quantum chemistry calculation of a 13-piece molecular cluster, C41H74BCl24F5NO2P2 overall at a distorted geometry, from the Open Molecules 2025 dataset.

Structure (XYZ):
```
150
C41H74BCl24F5NO2P2, DFT wB97M-V/def2-TZVPD
C 2.542 -1.374 4.443
C 3.228 -0.922 3.095
P 2.945 0.897 2.664
C 4.221 1.209 1.296
C 4.512 2.742 1.051
C 1.295 1.152 1.784
C 1.042 2.750 1.620
C 0.111 2.954 2.910
N -0.687 1.718 3.290
P -2.376 2.213 2.928
O -2.561 2.880 1.610
B -0.706 1.590 4.828
C -0.791 0.199 5.617
O -0.695 2.769 5.605
C -0.036 0.624 2.487
C -0.961 -0.288 1.565
F -1.987 -0.884 2.315
F -1.489 0.403 0.487
C -0.022 -1.394 0.955
C 0.420 -2.529 1.765
C 1.326 -3.517 1.165
C 1.782 -3.367 -0.222
C 1.318 -2.257 -1.067
C 1.745 -2.048 -2.538
F 1.227 -0.890 -3.075
F 1.428 -3.084 -3.366
F 3.130 -1.864 -2.540
C 0.415 -1.288 -0.448
H 3.096 -2.287 4.801
H 2.701 -0.578 5.214
H 1.471 -1.690 4.328
H 4.344 -1.004 3.267
H 3.018 -1.606 2.224
H 3.973 0.636 0.356
H 5.171 0.737 1.689
H 4.629 3.261 2.035
H 3.637 3.166 0.490
H 5.451 2.863 0.440
H 1.465 0.848 0.719
H 1.978 3.288 1.918
H 0.610 3.006 0.625
H -0.455 3.896 2.691
H 0.863 3.312 3.665
H -3.275 1.117 3.145
H -2.706 3.174 3.944
H -1.692 -0.352 5.230
H 0.167 -0.380 5.520
H -0.943 0.421 6.722
H 0.113 2.762 6.155
H 0.397 -0.172 3.165
H 0.111 -2.658 2.827
H 1.693 -4.387 1.757
H 2.492 -4.095 -0.673
H 0.067 -0.424 -1.069
Cl -1.847 6.559 0.077
C -2.899 5.233 -0.488
C -4.050 5.735 -1.331
Cl -5.229 6.664 -0.368
H -3.251 4.688 0.385
H -2.273 4.564 -1.076
H -4.588 4.890 -1.761
H -3.706 6.367 -2.145
Cl 5.988 -1.820 0.403
C 6.281 -2.362 -1.271
C 7.755 -2.505 -1.573
Cl 8.587 -0.929 -1.616
H 5.800 -1.653 -1.944
H 5.785 -3.327 -1.382
H 7.888 -2.960 -2.555
H 8.256 -3.132 -0.836
Cl -1.049 -1.206 8.197
C -2.530 -0.898 9.144
C -2.978 -2.121 9.912
Cl -3.570 -3.409 8.834
H -3.303 -0.550 8.458
H -2.301 -0.088 9.836
H -3.803 -1.858 10.575
H -2.171 -2.530 10.518
Cl -2.134 5.062 -3.633
C -2.499 4.878 -5.368
C -3.954 4.549 -5.608
Cl -4.379 2.912 -5.037
H -1.841 4.110 -5.774
H -2.250 5.826 -5.846
H -4.168 4.575 -6.678
H -4.615 5.263 -5.112
Cl -0.334 -5.264 0.400
C -1.807 -6.035 -0.246
C -2.563 -6.803 0.814
Cl -1.681 -8.254 1.355
H -1.515 -6.679 -1.076
H -2.432 -5.236 -0.642
H -3.518 -7.145 0.411
H -2.765 -6.184 1.688
Cl 13.399 -1.931 -3.129
C 12.296 -0.695 -2.474
C 12.228 0.534 -3.352
Cl 13.751 1.456 -3.338
H 12.626 -0.448 -1.465
H 11.310 -1.155 -2.406
H 11.448 1.204 -2.988
H 11.998 0.274 -4.385
Cl 1.796 -7.599 1.589
C 2.579 -9.139 2.021
C 1.981 -10.313 1.278
Cl 0.315 -10.678 1.801
H 2.500 -9.268 3.100
H 3.634 -9.040 1.766
H 2.573 -11.209 1.471
H 1.966 -10.140 0.202
Cl -10.297 1.799 -5.712
C -8.816 1.527 -6.664
C -7.644 2.324 -6.138
Cl -7.849 4.074 -6.398
H -9.033 1.773 -7.704
H -8.594 0.461 -6.606
H -6.733 2.031 -6.661
H -7.492 2.156 -5.072
Cl -1.512 -3.145 -2.855
C -3.105 -3.191 -3.659
C -4.232 -2.783 -2.736
Cl -4.526 -3.979 -1.450
H -3.253 -4.196 -4.053
H -3.051 -2.500 -4.501
H -5.160 -2.698 -3.304
H -4.033 -1.821 -2.264
Cl -0.575 -7.329 8.735
C -2.174 -7.423 7.953
C -3.298 -7.107 8.914
Cl -3.499 -8.369 10.154
H -2.282 -8.419 7.524
H -2.170 -6.699 7.138
H -4.242 -7.046 8.370
H -3.136 -6.156 9.421
Cl -2.475 8.388 -6.527
C -4.076 8.300 -7.304
C -5.195 8.631 -6.344
Cl -5.401 7.377 -5.092
H -4.193 7.302 -7.727
H -4.069 9.017 -8.126
H -6.140 8.694 -6.885
H -5.025 9.583 -5.844
Cl 1.383 8.362 -9.243
C 1.633 9.039 -7.615
C 1.965 7.971 -6.598
Cl 0.576 6.904 -6.269
H 0.736 9.592 -7.338
H 2.459 9.747 -7.690
H 2.238 8.436 -5.650
H 2.798 7.351 -6.925
```

charge	+1
E_tot	-14063.152220	a.u.
orbital gap	7.7	eV

(3)
The following is a quantum chemistry calculation of a 7-piece molecular cluster, C41H78BBrF4N5O22 overall at a distorted geometry, from the Open Molecules 2025 dataset.

Structure (XYZ):
```
152
C41H78BBrF4N5O22, DFT wB97M-V/def2-TZVPD
C 1.363 -4.042 1.683
C 0.999 -2.985 0.901
C 1.132 -1.516 1.270
C 1.953 -1.373 2.562
C 3.456 -1.677 2.517
C 1.728 -0.808 0.023
C 3.026 -1.419 -0.505
O 2.855 -1.773 -1.904
C 3.146 -3.101 -2.152
C 1.988 -4.044 -2.360
O 4.302 -3.507 -2.222
C 1.875 0.720 0.236
O 3.054 1.102 0.851
B 1.928 1.344 -1.264
O 0.957 0.945 -2.157
C 2.978 2.408 -1.733
C 2.355 3.819 -1.676
N 0.620 1.207 0.892
C 0.657 2.227 1.843
F 1.438 1.953 2.932
F 1.244 3.325 1.289
C -0.726 2.715 2.394
F -1.210 3.705 1.608
F -0.487 3.256 3.617
C -0.441 0.280 0.859
N -1.468 0.597 0.103
C -1.642 1.872 -0.600
N -2.120 1.643 -1.960
N -2.497 -0.335 -0.105
C -2.164 -1.375 -1.089
C -3.079 -2.589 -0.860
C -4.338 -2.578 -1.751
C -4.807 -4.007 -2.068
N -0.231 -0.880 1.477
C -1.296 -1.610 2.144
C -1.042 -2.087 3.573
C -0.690 -0.888 4.466
Br 0.407 -1.443 5.968
H 0.870 -4.281 2.622
H 2.202 -4.686 1.440
H 0.620 -3.209 -0.093
H 1.830 -0.353 2.927
H 1.568 -2.008 3.351
H 4.038 -1.027 1.871
H 3.834 -1.565 3.529
H 3.635 -2.710 2.235
H 1.051 -1.003 -0.807
H 3.861 -0.728 -0.467
H 3.324 -2.315 0.028
H 1.030 -3.535 -2.408
H 1.985 -4.787 -1.568
H 2.116 -4.587 -3.289
H 3.098 0.807 1.767
H 1.345 0.647 -2.985
H 3.936 2.328 -1.230
H 3.148 2.191 -2.791
H 1.269 3.799 -1.774
H 2.713 4.417 -2.508
H 2.578 4.359 -0.762
H -1.459 1.921 2.558
H -0.758 2.499 -0.618
H -2.416 2.431 -0.073
H -1.870 2.487 -2.466
H -1.548 0.922 -2.386
H -3.348 0.160 -0.332
H -2.335 -1.049 -2.112
H -1.138 -1.700 -0.947
H -3.374 -2.649 0.183
H -2.550 -3.514 -1.087
H -5.121 -2.028 -1.236
H -4.076 -2.117 -2.700
H -4.341 -4.354 -2.985
H -5.880 -4.005 -2.224
H -4.559 -4.694 -1.264
H -1.620 -2.465 1.549
H -2.183 -0.988 2.192
H -0.293 -2.863 3.656
H -1.995 -2.458 3.938
H -1.591 -0.435 4.863
H -0.143 -0.127 3.924
C 0.068 -9.363 0.411
O -0.598 -9.395 1.675
C -0.398 -8.324 2.434
O 0.275 -7.367 2.142
O -1.067 -8.489 3.569
C -0.947 -7.410 4.497
H -0.183 -10.290 -0.095
H -0.282 -8.523 -0.186
H 1.146 -9.309 0.546
H -1.341 -6.489 4.068
H 0.091 -7.275 4.797
H -1.538 -7.679 5.367
C 1.348 3.823 -6.426
O 0.077 3.882 -7.076
C -0.969 3.856 -6.257
O -0.921 3.786 -5.056
O -2.071 3.918 -6.995
C -3.291 3.899 -6.250
H 2.100 3.850 -7.209
H 1.484 4.681 -5.769
H 1.449 2.895 -5.866
H -3.347 4.758 -5.584
H -3.381 2.974 -5.684
H -4.098 3.955 -6.974
C -2.922 -2.052 7.433
O -4.349 -2.052 7.397
C -4.880 -3.192 6.957
O -4.263 -4.161 6.597
O -6.202 -3.070 6.980
C -6.912 -4.229 6.533
H -2.612 -1.077 7.798
H -2.552 -2.819 8.110
H -2.514 -2.205 6.435
H -6.692 -5.083 7.170
H -6.663 -4.456 5.498
H -7.969 -3.992 6.604
C 1.960 -2.065 -9.507
O 1.243 -0.966 -8.939
C 1.199 0.114 -9.722
O 1.698 0.215 -10.808
O 0.508 1.059 -9.086
C 0.381 2.285 -9.814
H 1.922 -2.871 -8.780
H 1.491 -2.394 -10.432
H 2.999 -1.794 -9.687
H -0.147 2.126 -10.752
H 1.360 2.722 -10.003
H -0.194 2.962 -9.194
C 6.044 4.845 1.947
O 7.235 5.274 1.287
C 7.283 4.974 -0.009
O 6.431 4.393 -0.628
O 8.432 5.428 -0.497
C 8.625 5.177 -1.890
H 6.136 5.150 2.984
H 5.169 5.322 1.509
H 5.948 3.761 1.898
H 7.851 5.666 -2.479
H 8.632 4.107 -2.090
H 9.592 5.596 -2.151
C -4.049 8.560 6.541
O -4.144 7.274 5.921
C -3.298 7.091 4.913
O -2.499 7.887 4.503
O -3.490 5.861 4.429
C -2.639 5.531 3.332
H -4.786 8.575 7.338
H -3.059 8.711 6.964
H -4.278 9.348 5.826
H -1.596 5.566 3.631
H -2.815 6.203 2.493
H -2.895 4.521 3.036
```

charge	+1
E_tot	-6536.151624	a.u.
orbital gap	8.1	eV